# 1
# C3H7NS

C3H7NS as an isolated structure at a distorted geometry (ωB97M-V/def2-TZVPD, OMol25).

As for the charge: 0. The spin multiplicity is 1. The calculation puts the electronic energy at -15544.614 eV. The HOMO-LUMO gap is 8.03 eV. The HOMO energy comes out at -8.071 eV.

Geometry (Å):
C: 0.371362 1.354374 -0.421884
C: -0.872349 -0.474581 0.435788
C: 0.356421 -1.345955 -0.123957
H: 0.231068 2.419721 -1.222198
H: 0.554517 0.412605 -1.332903
H: 1.468221 1.395305 0.063004
H: -1.242240 1.638034 1.361091
H: 1.358969 -1.601768 0.472874
H: -0.216846 -2.406028 -0.103248
H: 0.566231 -0.829699 -1.133949
N: -0.862722 0.859241 0.451923
S: -1.712633 -1.421249 1.553460

Atoms 1-2, force components in eV/Å:
0.83 0.42 -3.77
1.65 -2.33 4.44

Listed below, in e, are the natural (NBO) charges computed for each atom: number 1, C, carries -0.46; number 2, C, carries 0.12; number 3, C, carries -0.68; number 4, H, carries 0.23; number 5, H, carries 0.21; number 6, H, carries 0.22; number 7, H, carries 0.46; number 8, H, carries 0.26; number 9, H, carries 0.27; number 10, H, carries 0.18; number 11, N, carries -0.62; number 12, S, carries -0.17

# 2
# C3H7NS

A single C3H7NS molecule at a distorted geometry (ωB97M-V/def2-TZVPD, OMol25).

As for the charge: 0. The spin multiplicity is 1. The calculation puts the electronic energy at -15548.016 eV. The HOMO-LUMO gap is 9.87 eV. As for the structure (SMILES): CC/C=N\S. The HOMO energy comes out at -8.949 eV.

Geometry (Å):
C: 2.813491 -0.223645 -0.252506
C: 1.312126 -0.479295 0.346820
C: 0.384304 0.813873 0.030086
N: -0.791626 0.900033 0.000213
S: -1.944073 -0.423415 -0.088986
H: 3.286426 0.497924 0.493887
H: 2.768476 0.286518 -1.227865
H: 3.414648 -1.137052 -0.266545
H: 1.272260 -0.434257 1.437278
H: 0.895423 -1.432162 -0.052822
H: 0.929295 1.744509 0.120472
H: -2.979499 0.283327 0.171476

Atoms 1-2, force components in eV/Å:
-1.42 1.00 2.22
0.33 1.56 -2.10

Listed below, in e, are the natural (NBO) charges computed for each atom: number 1, C, carries -0.62; number 2, C, carries -0.48; number 3, C, carries 0.14; number 4, N, carries -0.53; number 5, S, carries 0.14; number 6, H, carries 0.20; number 7, H, carries 0.21; number 8, H, carries 0.22; number 9, H, carries 0.22; number 10, H, carries 0.22; number 11, H, carries 0.17; number 12, H, carries 0.11

# 3
# C3H7NS

A single C3H7NS molecule at a distorted geometry (ωB97M-V/def2-TZVPD, OMol25).

As for the charge: 0. The spin multiplicity is 1. The calculation puts the electronic energy at -15547.938 eV. The HOMO-LUMO gap is 9.44 eV. As for the structure (SMILES): C/C=N\SC. The HOMO energy comes out at -8.404 eV.

Geometry (Å):
C: 0.245053 1.787659 -1.293536
C: -0.485906 0.557484 -1.146340
N: -0.409433 -0.494197 -0.441423
S: 0.667716 -0.507626 0.882523
C: 0.012874 -1.855335 1.838494
H: 0.814752 2.135603 -0.427086
H: 1.056953 1.682104 -2.068115
H: -0.451251 2.653853 -1.499345
H: -1.295462 0.575693 -2.030041
H: -0.174095 -2.750949 1.165226
H: 1.009154 -2.081505 2.437684
H: -0.990355 -1.702785 2.581958

Atoms 1-2, force components in eV/Å:
1.75 2.66 0.47
-2.78 -1.36 -2.82

Listed below, in e, are the natural (NBO) charges computed for each atom: number 1, C, carries -0.71; number 2, C, carries 0.13; number 3, N, carries -0.56; number 4, S, carries 0.38; number 5, C, carries -0.80; number 6, H, carries 0.23; number 7, H, carries 0.25; number 8, H, carries 0.24; number 9, H, carries 0.15; number 10, H, carries 0.24; number 11, H, carries 0.23; number 12, H, carries 0.23